Here is 3 unconnected molecules or ions with the total composition C13H26FN6O6S2 at a distorted geometry from the OMol25 dataset. Energies are from ωB97M-V/def2-TZVPD.

Output
Frontier orbital gap, eV: 7.10
Charge: +1

The geometry in XYZ format:
```
54
Properties=species:S:1:pos:R:3:lowdin_charge:R:1
N -0.400 0.286 5.007 0.06
C 0.348 -0.221 3.794 -0.58
N -0.687 -0.867 2.876 0.06
N 0.931 0.983 3.070 0.07
C 1.587 -1.262 4.148 -0.04
C 2.124 -0.863 5.668 0.03
C 2.936 0.540 5.923 -0.04
O 3.320 1.574 4.906 -0.03
N 4.093 0.846 4.038 -0.04
O 4.102 1.374 2.937 0.08
N 3.229 0.584 7.435 0.14
C 2.617 -0.712 7.988 0.10
N 1.938 -1.630 6.965 -0.01
F 1.296 -2.813 7.154 0.11
H -0.639 -0.468 5.687 0.08
H 0.056 1.110 5.456 0.08
H -0.239 -1.153 1.975 0.08
H -1.046 -1.720 3.401 0.09
H 0.797 0.892 2.038 0.05
H 0.540 1.888 3.427 0.10
H 1.154 -2.348 4.083 0.12
H 2.460 -1.167 3.346 0.14
H 3.710 1.362 7.940 0.17
H 2.655 -0.961 9.132 0.17
C -3.221 0.435 -1.644 -0.21
C -2.385 1.385 -2.500 -0.23
C -1.656 2.335 -1.551 -0.22
S -1.442 1.444 -0.018 0.67
O -2.225 2.099 1.009 -0.32
O -0.038 1.130 0.159 -0.36
C -2.301 -0.032 -0.526 -0.24
H -3.604 -0.408 -2.228 0.12
H -4.079 0.974 -1.224 0.12
H -1.653 0.807 -3.077 0.07
H -3.004 1.937 -3.214 0.12
H -0.678 2.623 -1.944 0.11
H -2.252 3.228 -1.344 0.11
H -2.838 -0.463 0.321 0.11
H -1.555 -0.741 -0.900 0.11
C 0.921 -0.776 -7.171 -0.22
C -0.370 -0.310 -7.844 -0.22
C -1.534 -0.984 -7.119 -0.22
S -0.977 -1.279 -5.447 0.69
O -0.899 -2.709 -5.234 -0.31
O -1.691 -0.399 -4.544 -0.34
C 0.675 -0.651 -5.675 -0.23
H 1.782 -0.180 -7.488 0.12
H 1.117 -1.823 -7.433 0.12
H -0.457 0.779 -7.749 0.12
H -0.378 -0.549 -8.912 0.12
H -2.419 -0.344 -7.099 0.11
H -1.781 -1.949 -7.569 0.11
H 1.380 -1.227 -5.074 0.11
H 0.680 0.397 -5.361 0.11
```

---

Here is 2 unconnected molecules or ions with the total composition CH4N3O2S at a distorted geometry from the OMol25 dataset. Energies are from ωB97M-V/def2-TZVPD.

Output
Energy above the lowest of the compared OMol25 structures with the same formula, charge and spin, kJ/mol: 153.7
Frontier orbital gap, eV: 8.90
Charge: +1

The geometry in XYZ format:
```
11
Properties=species:S:1:pos:R:3:lowdin_charge:R:1
C 1.352 0.339 -1.666 -0.19
N 2.455 0.559 -1.398 0.34
N -1.251 -0.483 1.523 -0.81
N 0.117 0.276 -1.638 0.23
O -2.186 -0.145 2.462 0.09
O -1.478 0.120 0.442 -0.08
S -0.220 -1.642 1.662 0.88
H 3.465 0.582 -1.647 0.17
H -1.755 -0.438 3.270 0.11
H -0.282 0.887 -2.329 0.17
H -0.216 -0.054 -0.682 0.10
```

---

Here is 2 unconnected molecules or ions with the total composition H5NO at a distorted geometry from the OMol25 dataset. Energies are from ωB97M-V/def2-TZVPD.

Output
Energy above the lowest of the compared OMol25 structures with the same formula, charge and spin, kJ/mol: 34.2
Frontier orbital gap, eV: 10.36
SMILES string: N.O
Charge: 0

The geometry in XYZ format:
```
7
Properties=species:S:1:pos:R:3:lowdin_charge:R:1
N -0.469 -1.406 0.215 0.02
H -0.996 -1.192 1.041 0.01
H -0.232 -0.604 -0.329 -0.04
H 0.331 -1.990 0.392 0.00
O 0.407 1.680 -0.032 -0.07
H 1.108 2.141 -0.504 0.04
H -0.149 1.371 -0.782 0.04
```

---

Here is 2 unconnected molecules or ions with the total composition C7H16N2 at a distorted geometry from the OMol25 dataset. Energies are from ωB97M-V/def2-TZVPD.

Output
Energy above the lowest of the compared OMol25 structures with the same formula, charge and spin, kJ/mol: 686.8
Frontier orbital gap, eV: 8.65
SMILES string: [H]/N=C(C)\C(C)=N/[H].CCC
Charge: 0

The geometry in XYZ format:
```
25
Properties=species:S:1:pos:R:3:lowdin_charge:R:1
H -1.921 -1.598 -0.527 0.04
N -1.979 -1.322 0.451 0.16
C -0.863 -1.148 1.027 -0.38
C -0.913 -0.821 2.490 -0.05
C 0.487 -1.386 0.406 -0.40
C 1.724 -0.913 1.111 -0.06
N 0.667 -2.028 -0.674 0.14
H -0.133 -2.592 -0.962 0.06
H -0.387 -1.578 3.071 0.08
H -1.941 -0.808 2.842 0.08
H -0.438 0.145 2.661 0.08
H 2.595 -1.062 0.478 0.08
H 1.884 -1.502 2.015 0.09
H 1.649 0.149 1.334 0.08
C -0.425 0.541 -2.380 -0.14
C 0.516 1.127 -1.360 -0.24
C -0.128 2.512 -0.502 -0.11
H -0.079 0.704 -3.405 0.07
H -1.460 0.890 -2.281 0.07
H -0.434 -0.536 -2.220 0.03
H 1.176 2.097 -1.462 0.08
H 1.419 0.524 -1.250 0.09
H -0.822 3.359 -0.456 0.07
H 0.646 3.285 -0.516 0.05
H -0.840 1.961 0.109 0.05
```

---

Here is C7H8N2O in the gas phase at a distorted geometry from the OMol25 dataset. Energies are from ωB97M-V/def2-TZVPD.

Output
Energy above the lowest of the compared OMol25 structures with the same formula, charge and spin, kJ/mol: 557.3
Frontier orbital gap (alpha / beta), eV: 7.81 / 7.81
Charge: 0

The geometry in XYZ format:
```
18
Properties=species:S:1:pos:R:3:lowdin_charge:R:1
C 0.922 1.953 0.128 -0.03
C 1.685 -1.666 0.023 -0.04
C -0.416 1.840 0.098 -0.20
C 2.905 -1.048 -0.162 -0.14
C 0.846 -0.487 0.252 0.07
C 1.577 0.668 0.077 -0.30
C -2.580 -0.881 -0.275 -0.12
N -0.873 0.634 -0.228 -0.03
N -2.134 0.375 0.155 -0.14
O 2.855 0.294 -0.126 0.05
H 1.466 2.914 -0.019 0.12
H 1.427 -2.754 -0.028 0.11
H -1.165 2.681 0.418 0.16
H 3.801 -1.574 -0.202 0.10
H -3.692 -0.913 -0.194 0.10
H -2.165 -0.977 -1.231 0.06
H -2.126 -1.795 0.196 0.09
H -2.333 0.735 1.117 0.15
```

---

Here is 2 unconnected molecules or ions with the total composition C4H9NO2 from the OMol25 dataset. Energies are from ωB97M-V/def2-TZVPD.

Output
Energy above the lowest of the compared OMol25 structures with the same formula, charge and spin, kJ/mol: 252.4
Frontier orbital gap, eV: 9.82
SMILES string: [H]/N=C\C=O.CCO
Charge: 0

The geometry in XYZ format:
```
16
Properties=species:S:1:pos:R:3:lowdin_charge:R:1
H 1.412 -1.969 -1.741 0.06
N 0.408 -2.007 -1.922 0.14
C -0.324 -1.903 -0.909 -0.23
C 0.130 -1.767 0.506 -0.28
O -0.597 -1.501 1.425 0.06
H -1.401 -1.924 -1.058 0.12
H 1.214 -1.956 0.651 0.13
C -0.529 1.690 1.084 -0.08
C 0.539 1.364 0.051 -0.33
O 0.030 1.215 -1.255 -0.08
H -1.181 0.828 1.245 0.06
H -1.129 2.532 0.752 0.08
H -0.064 1.950 2.030 0.08
H 1.276 2.170 -0.008 0.12
H 1.067 0.444 0.348 0.08
H -0.853 0.832 -1.200 0.08
```

---

Here is 10 unconnected molecules or ions with the total composition C32H60O22S4 at a distorted geometry from the OMol25 dataset. Energies are from ωB97M-V/def2-TZVPD.

Output
Energy above the lowest of the compared OMol25 structures with the same formula, charge and spin, kJ/mol: 0.0
Frontier orbital gap, eV: 8.84
Charge: 0

The geometry in XYZ format:
```
118
Properties=species:S:1:pos:R:3:lowdin_charge:R:1
C -9.154 21.824 19.204 -0.03
C -9.538 23.060 18.435 -0.29
C -10.977 23.566 18.694 -0.10
O -10.821 24.916 19.092 0.07
C -9.502 25.201 19.278 -0.57
O -9.123 26.230 19.723 0.17
O -8.726 24.170 18.906 0.05
H -8.087 21.618 19.178 0.06
H -9.651 20.946 18.787 0.09
H -9.449 21.920 20.252 0.09
H -9.356 22.975 17.363 0.15
H -11.482 22.979 19.460 0.13
H -11.542 23.506 17.765 0.13
C -3.073 18.017 18.760 0.01
C -4.525 17.627 18.691 -0.26
C -5.078 16.842 19.878 -0.08
O -6.372 17.408 20.117 0.08
C -6.516 18.512 19.370 -0.57
O -7.514 19.157 19.281 0.13
O -5.354 18.838 18.777 0.05
H -2.884 18.866 19.413 0.08
H -2.721 18.199 17.748 0.06
H -2.519 17.205 19.234 0.06
H -4.815 17.190 17.736 0.13
H -4.418 16.913 20.745 0.12
H -5.220 15.777 19.720 0.10
C -3.387 23.353 22.536 -0.01
C -3.742 22.058 21.858 -0.29
C -2.634 21.412 21.010 -0.08
O -2.607 20.051 21.448 0.05
C -3.461 19.866 22.477 -0.56
O -3.664 18.811 22.986 0.14
O -4.011 21.030 22.858 0.08
H -2.614 23.145 23.281 0.10
H -4.236 23.822 23.021 0.09
H -2.910 23.992 21.791 0.09
H -4.653 22.098 21.258 0.14
H -1.660 21.881 21.143 0.14
H -2.897 21.421 19.955 0.11
C 2.233 12.843 18.596 -0.01
C 1.700 13.520 19.842 -0.29
C 2.529 14.668 20.406 -0.09
O 1.587 15.706 20.665 0.08
C 0.380 15.366 20.177 -0.55
O -0.575 16.074 20.145 0.15
O 0.415 14.145 19.596 0.06
H 1.872 13.354 17.705 0.10
H 2.028 11.777 18.569 0.08
H 3.324 12.938 18.580 0.09
H 1.479 12.773 20.608 0.15
H 3.290 15.062 19.729 0.14
H 3.068 14.368 21.305 0.14
C -2.541 14.644 17.457 0.00
C -2.381 13.233 17.958 -0.26
C -3.567 12.740 18.817 -0.10
O -3.893 11.471 18.278 0.05
C -3.227 11.271 17.106 -0.56
O -3.377 10.311 16.426 0.16
O -2.417 12.308 16.835 0.09
H -2.104 15.359 18.151 0.06
H -3.576 14.940 17.272 0.08
H -2.045 14.723 16.488 0.09
H -1.460 13.016 18.492 0.13
H -4.413 13.410 18.727 0.10
H -3.242 12.679 19.855 0.12
C -6.849 11.783 19.512 -0.01
C -7.559 12.748 18.588 -0.28
C -8.043 14.040 19.251 -0.07
O -7.803 15.030 18.236 0.06
C -6.948 14.541 17.323 -0.58
O -6.498 15.173 16.417 0.14
O -6.630 13.260 17.596 0.07
H -7.572 11.282 20.157 0.09
H -6.125 12.337 20.113 0.07
H -6.310 11.009 18.970 0.09
H -8.352 12.246 18.030 0.15
H -7.500 14.308 20.157 0.13
H -9.115 13.969 19.423 0.14
C -4.492 15.761 23.763 -0.25
S -4.177 14.221 22.891 0.84
O -4.942 14.354 21.610 -0.58
C -2.443 14.583 22.528 -0.25
H -3.982 15.758 24.729 0.06
H -5.559 15.823 23.964 0.05
H -4.119 16.599 23.178 0.02
H -2.346 15.486 21.933 0.05
H -2.043 13.701 22.030 0.04
H -1.988 14.653 23.518 0.06
C -4.925 21.789 17.726 -0.25
S -5.373 23.409 18.369 0.81
O -4.114 23.863 19.034 -0.55
C -5.522 24.321 16.840 -0.26
H -4.141 21.913 16.981 0.06
H -5.772 21.315 17.224 0.06
H -4.692 21.216 18.615 0.02
H -5.439 25.379 17.081 0.06
H -6.513 24.138 16.424 0.05
H -4.725 24.083 16.136 0.06
C -4.200 17.642 14.501 -0.26
S -2.586 18.368 14.772 0.79
O -1.737 17.313 15.379 -0.55
C -2.121 18.525 13.031 -0.26
H -4.043 16.650 14.062 0.07
H -4.752 18.203 13.747 0.06
H -4.728 17.494 15.439 0.03
H -2.389 17.617 12.494 0.06
H -1.039 18.634 13.056 0.05
H -2.598 19.421 12.643 0.05
C -9.169 17.853 23.541 -0.25
S -8.616 19.472 24.144 0.80
O -7.717 19.217 25.294 -0.55
C -7.570 19.845 22.736 -0.27
H -9.567 17.988 22.538 0.05
H -9.939 17.540 24.241 0.04
H -8.307 17.189 23.568 0.05
H -6.679 19.216 22.793 0.05
H -7.250 20.886 22.785 0.05
H -8.096 19.687 21.794 0.03
```

---

Here is a molecular structure, C27H41F9OP2Sc at a distorted geometry from the OMol25 dataset. Energies are from ωB97M-V/def2-TZVPD.

Output
Energy above the lowest of the compared OMol25 structures with the same formula, charge and spin, kJ/mol: 1294.7
Frontier orbital gap (alpha / beta), eV: 3.59 / 3.19
Charge: +1

The geometry in XYZ format:
```
81
Properties=species:S:1:pos:R:3:lowdin_charge:R:1
Sc 0.348 -2.149 0.013 0.78
C 0.076 3.242 1.050 -0.16
C -0.141 3.074 -0.342 -0.15
C -2.191 3.091 0.700 -0.15
C -1.188 3.229 1.689 -0.17
C -1.544 2.921 -0.558 -0.17
C 1.376 3.464 1.727 -0.06
H 2.040 4.065 1.096 0.09
H 1.931 2.537 1.973 -0.02
H 1.228 4.014 2.663 0.08
C -1.465 3.348 3.133 -0.01
H -0.544 3.448 3.713 0.08
H -1.996 2.451 3.482 0.09
H -2.112 4.205 3.364 0.10
C -3.638 3.149 0.965 -0.01
H -3.951 4.135 1.341 0.11
H -3.924 2.410 1.723 0.08
H -4.217 2.944 0.063 0.08
C -2.225 2.629 -1.831 -0.12
H -3.244 3.037 -1.823 0.07
H -2.310 1.494 -2.040 0.00
H -1.684 3.091 -2.667 0.10
C 0.906 3.160 -1.385 -0.01
H 1.109 4.201 -1.702 0.11
H 0.614 2.605 -2.286 0.07
H 1.854 2.748 -1.007 0.08
C 2.257 -3.252 0.128 -0.46
C 2.364 -1.745 -0.004 -0.25
C 2.987 -1.194 -1.246 -0.21
C 1.918 -0.799 -2.309 -0.16
C 0.488 -1.161 -1.892 -0.22
C -0.102 -2.429 -1.974 -0.28
C 0.618 -3.759 -2.016 -0.17
C 1.899 -4.041 -1.163 -0.13
H 3.706 -1.911 -1.686 0.12
H 2.212 -1.255 -3.275 0.12
H 3.566 -0.313 -0.930 0.06
H 2.761 -3.973 -1.842 0.12
H 3.288 -3.606 0.346 0.17
H 2.608 -1.212 0.927 0.05
H 1.854 -5.107 -0.876 0.13
H -0.117 -4.548 -1.783 0.12
H -1.165 -2.523 -2.275 0.10
H 0.903 -3.953 -3.066 0.13
H 1.960 0.295 -2.463 0.09
H -0.144 -0.280 -1.653 0.10
P 3.845 1.099 1.556 0.97
C 4.341 0.169 3.054 -0.37
C 5.533 1.484 0.984 -0.37
P -3.398 0.850 -3.417 1.07
C 1.453 -3.559 1.384 -0.11
C -2.090 0.438 -4.631 -0.31
C -3.628 -0.845 -2.754 -0.31
H 3.476 -0.377 3.468 0.03
H 4.670 0.928 3.783 0.04
H 5.161 -0.532 2.845 0.04
H 5.537 1.645 -0.111 0.03
H 6.270 0.705 1.235 0.04
H 5.814 2.426 1.480 0.04
H -3.051 -1.587 -3.322 0.04
H -4.703 -1.041 -2.881 0.05
H -3.397 -0.936 -1.684 0.02
H 1.934 -3.145 2.289 0.06
H 1.201 -4.621 1.491 0.06
H -2.213 1.146 -5.467 0.04
H -2.278 -0.576 -5.011 0.05
H -1.062 0.526 -4.240 0.05
F -4.345 -1.279 1.884 0.17
C -3.199 -0.604 1.614 -0.46
F -3.350 -0.008 0.390 0.13
F -3.093 0.401 2.535 0.14
C -1.933 -1.482 1.607 -0.32
O -0.912 -0.860 0.928 -0.12
C -1.557 -1.786 3.066 -0.49
F -2.652 -1.966 3.850 0.16
F -0.792 -2.919 3.154 0.14
F -0.821 -0.772 3.581 0.16
C -2.371 -2.824 1.012 -0.44
F -3.066 -3.616 1.838 0.20
F -3.064 -2.686 -0.155 0.15
F -1.228 -3.576 0.641 0.06
```

---

- What is the formula in the fourth record?
  C7H16N2